31
Properties=species:S:1:pos:R:3 method="wB97M-V/def2-TZVPD" total_charge=+3 e_tot_ev=-158071.24011 gap_ev=2.3 homo_ev=-14.87 e_lumo_ev=-12.5729 multiplicity=1
Ca -0.15 -20.57 -8.97
Ca -2.09 -15.55 -12.48
Ca -9.80 -17.72 -9.42
As -0.63 -20.00 -15.57
F -0.58 -18.22 -15.21
F -0.63 -20.41 -13.87
F -0.87 -21.72 -16.10
F -0.62 -19.49 -17.32
F 1.20 -20.04 -15.55
F -2.41 -19.76 -15.47
N -5.91 -13.95 -9.62
O -4.95 -13.69 -10.43
O -6.09 -13.27 -8.57
O -6.61 -14.87 -9.92
N -5.10 -19.93 -10.91
O -4.44 -20.88 -10.47
O -6.33 -19.91 -10.94
O -4.47 -18.94 -11.24
C -13.27 -22.09 -17.35
C -13.45 -21.85 -15.83
C -12.64 -22.79 -14.94
O -11.90 -21.89 -14.19
C -12.04 -20.63 -14.56
O -11.55 -19.73 -13.99
O -12.83 -20.60 -15.62
H -12.24 -22.15 -17.70
H -13.83 -21.24 -17.75
H -13.79 -23.03 -17.52
H -14.46 -21.87 -15.41
H -11.98 -23.45 -15.49
H -13.37 -23.36 -14.36

***

17
Properties=species:S:1:pos:R:3 method="wB97M-V/def2-TZVPD" de_lowest_ev=2.957 e_tot_ev=-9440.08650 gap_ev=10.6 homo_ev=-9.58 e_lumo_ev=1.0085 multiplicity=1
O 2.84 -0.59 -0.85
C 1.77 -1.03 -0.07
C 0.48 -0.20 -0.48
C -0.61 -0.73 0.41
C -1.93 0.35 0.30
C -1.18 1.64 0.08
O 0.52 1.18 -0.22
H 2.77 0.37 -0.80
H 1.98 -0.92 1.02
H 1.65 -2.11 -0.27
H 0.33 -0.42 -1.55
H -0.25 -0.61 1.44
H -0.81 -1.78 0.18
H -2.47 0.28 1.25
H -2.60 0.08 -0.53
H -1.12 2.30 0.95
H -1.38 2.18 -0.84

***

24
Properties=species:S:1:pos:R:3 method="wB97M-V/def2-TZVPD" total_charge=+3 e_tot_ev=-27167.28532 gap_ev=3.6 homo_ev=-20.61 e_lumo_ev=-16.9787 multiplicity=1
N -3.19 0.75 -0.45
C -2.61 -0.17 -1.21
C -1.07 0.37 -1.78
O -0.12 0.24 -0.89
C 0.38 -1.08 -0.63
C 0.96 -1.18 0.78
C 2.32 -0.50 0.96
C 2.35 1.05 1.00
Cl 0.91 1.82 1.79
H -3.64 0.39 0.40
H -3.83 1.37 -0.96
H -3.17 -0.31 -2.15
H -2.54 -1.13 -0.70
H -0.87 -0.11 -2.74
H -1.19 1.44 -1.95
H 1.17 -1.36 -1.34
H -0.41 -1.83 -0.73
H 1.14 -2.24 0.91
H 0.23 -0.87 1.52
H 3.04 -0.83 0.23
H 2.72 -0.82 1.91
H 2.55 1.50 0.04
H 3.18 1.34 1.63
Tl 1.67 2.15 4.36

***

75
Properties=species:S:1:pos:R:3 method="wB97M-V/def2-TZVPD" de_lowest_ev=5.131 total_charge=-1 e_tot_ev=-69318.26199 gap_ev=6.3 homo_ev=-5.79 e_lumo_ev=0.5220 multiplicity=1
N 7.36 25.85 -7.11
H 7.22 24.93 -6.70
H 8.34 26.06 -6.97
H 6.90 26.58 -6.58
H 7.04 25.90 -8.06
Cl 5.68 20.39 -6.44
O 7.11 20.66 -6.12
O 5.24 19.42 -5.54
O 4.98 21.64 -6.22
O 5.49 19.92 -7.80
Cl 6.89 24.38 -12.63
O 5.77 23.50 -12.79
O 7.90 23.74 -11.81
O 7.35 24.76 -13.91
O 6.40 25.54 -11.91
C 3.95 29.37 -1.95
C 4.11 28.16 -2.84
C 3.12 26.97 -2.53
C 1.74 27.10 -3.18
C 1.89 27.43 -4.56
C 2.70 28.68 -4.88
N 4.02 28.60 -4.26
O 5.09 29.41 -4.79
C 2.93 28.73 -6.39
C 1.90 29.96 -4.60
C 5.56 27.48 -2.53
H 4.22 29.20 -0.91
H 2.89 29.58 -1.90
H 4.66 30.16 -2.23
H 3.51 26.04 -2.96
H 3.01 26.71 -1.47
H 1.09 27.82 -2.68
H 1.31 26.12 -2.99
H 0.86 27.41 -4.91
H 2.42 26.61 -5.07
H 1.92 28.64 -6.78
H 3.43 29.64 -6.73
H 3.45 27.87 -6.80
H 2.42 30.90 -4.75
H 0.93 29.99 -5.11
H 1.62 29.98 -3.55
H 5.80 27.80 -1.52
H 6.50 27.77 -3.00
H 5.67 26.39 -2.62
H 4.78 30.27 -4.49
C 13.77 28.50 -8.35
C 12.67 27.58 -8.89
C 12.96 27.05 -10.30
C 14.14 26.06 -10.29
C 13.82 24.79 -9.40
C 13.35 25.21 -7.94
N 12.39 26.33 -8.03
O 11.86 26.54 -6.78
C 12.71 24.00 -7.38
C 14.55 25.53 -7.03
C 11.36 28.41 -8.94
H 13.80 29.57 -8.52
H 13.80 28.31 -7.27
H 14.75 28.24 -8.74
H 12.14 26.43 -10.64
H 13.19 27.78 -11.07
H 14.44 25.78 -11.30
H 15.07 26.48 -9.92
H 14.59 24.03 -9.53
H 12.88 24.45 -9.84
H 12.10 24.16 -6.49
H 13.52 23.30 -7.16
H 12.00 23.55 -8.07
H 15.04 24.63 -6.66
H 14.15 25.97 -6.11
H 15.31 26.19 -7.46
H 10.53 27.84 -9.35
H 11.04 28.74 -7.95
H 11.50 29.28 -9.59
H 12.60 26.77 -6.21

***

102
Properties=species:S:1:pos:R:3 method="wB97M-V/def2-TZVPD" total_charge=+1 e_tot_ev=-68940.70272 gap_ev="6.5 / 7.1" homo_ev="-9.77 / -10.41" s2=2.009 e_lumo_ev="-3.3032 / -3.3036" multiplicity=3
C 2.41 -2.45 0.81
O 3.31 -2.83 -0.27
C 2.58 -3.03 -1.50
C 2.74 -1.79 -2.55
C 3.87 -0.75 -2.09
S 3.69 0.79 -3.17
C 3.80 2.26 -2.03
C 2.59 3.31 -2.18
C 1.13 2.65 -2.34
C 0.82 1.43 -1.33
C -0.22 1.87 -0.16
C -0.86 0.61 0.62
C -1.54 -0.45 -0.36
S -2.87 -1.48 0.47
C -3.77 -2.21 -0.98
N -5.15 -2.52 -1.17
N -5.15 -2.98 -2.47
C -3.84 -2.95 -3.04
O -2.92 -2.45 -2.07
H 3.04 -1.92 1.60
H 1.91 -3.39 1.24
H 1.58 -1.75 0.39
H 2.93 -3.98 -2.06
H 1.48 -3.19 -1.25
H 1.71 -1.32 -2.68
H 3.10 -2.24 -3.55
H 3.80 -0.45 -0.99
H 4.89 -1.21 -2.36
H 4.76 0.79 -4.08
H 3.81 1.90 -0.94
H 4.83 2.74 -2.20
H 2.56 4.10 -1.35
H 2.78 3.90 -3.15
H 0.92 2.31 -3.41
H 0.37 3.47 -2.09
H 1.73 1.00 -0.80
H 0.37 0.59 -1.98
H -1.01 2.58 -0.59
H 0.39 2.50 0.58
H 0.01 0.07 1.15
H -1.58 1.04 1.41
H -2.00 0.05 -1.29
H -0.75 -1.19 -0.73
H -3.54 -3.24 -4.11
C 7.20 8.42 0.10
C 6.06 7.49 -0.39
C 4.95 7.43 0.67
C 5.35 6.63 1.90
C 5.83 5.24 1.51
C 6.90 5.22 0.40
N 6.60 6.14 -0.74
O 5.68 5.52 -1.52
C 8.28 5.59 1.00
C 7.09 3.75 -0.04
C 5.51 8.24 -1.64
H 6.89 9.47 0.07
H 7.49 8.24 1.14
H 8.09 8.32 -0.52
H 4.04 6.99 0.25
H 4.67 8.44 0.98
H 6.13 7.15 2.47
H 4.50 6.54 2.58
H 6.20 4.72 2.40
H 4.95 4.66 1.18
H 9.03 5.71 0.21
H 8.65 4.81 1.67
H 8.27 6.50 1.60
H 6.16 3.29 -0.37
H 7.46 3.13 0.78
H 7.82 3.67 -0.86
H 6.29 8.35 -2.40
H 5.18 9.25 -1.37
H 4.65 7.75 -2.09
C -9.06 -7.78 1.84
C -8.31 -6.75 2.72
C -9.09 -5.42 2.72
C -9.00 -4.68 1.39
C -7.55 -4.47 0.98
C -6.69 -5.76 1.01
N -6.90 -6.58 2.25
O -6.20 -6.00 3.25
C -6.99 -6.63 -0.23
C -5.21 -5.34 0.82
C -8.38 -7.37 4.14
H -9.96 -8.14 2.35
H -9.40 -7.39 0.89
H -8.43 -8.66 1.65
H -8.72 -4.76 3.51
H -10.15 -5.60 2.96
H -9.54 -5.22 0.61
H -9.50 -3.71 1.48
H -7.52 -4.03 -0.02
H -7.11 -3.73 1.66
H -6.49 -7.60 -0.16
H -6.62 -6.14 -1.14
H -8.05 -6.80 -0.41
H -4.88 -4.60 1.56
H -5.07 -4.87 -0.16
H -4.54 -6.20 0.87
H -7.88 -8.34 4.17
H -9.43 -7.53 4.44
H -7.95 -6.72 4.91

***

30
Properties=species:S:1:pos:R:3 method="wB97M-V/def2-TZVPD" de_lowest_ev=0.232 e_tot_ev=-32423.97528 gap_ev=9.3 homo_ev=-8.53 smiles=C#C[Si](C)(C)C.OSc1ccccc1 e_lumo_ev=0.7336 multiplicity=1
C -2.20 -0.78 -1.16
C -2.03 0.23 -0.51
Si -2.02 1.86 0.46
C -3.66 1.82 1.46
C -0.58 1.77 1.70
C -1.53 3.41 -0.65
H -2.42 -1.70 -1.84
H -4.47 1.39 0.87
H -3.57 1.21 2.46
H -3.91 2.80 1.77
H -0.40 0.78 2.19
H 0.50 1.98 1.33
H -0.74 2.35 2.53
H -1.05 4.01 0.14
H -0.69 3.02 -1.17
H -2.32 3.88 -1.22
O 0.96 1.13 -1.37
S 2.04 0.14 -2.25
C 2.29 -1.33 -1.16
C 2.81 -2.47 -1.73
C 3.04 -3.68 -1.03
C 2.65 -3.81 0.32
C 2.13 -2.68 0.92
C 2.03 -1.43 0.20
H 0.13 0.92 -1.68
H 3.09 -2.35 -2.76
H 3.42 -4.50 -1.57
H 2.82 -4.61 1.08
H 2.03 -2.75 2.01
H 1.63 -0.60 0.67

***

86
Properties=species:S:1:pos:R:3 method="wB97M-V/def2-TZVPD" de_lowest_ev=1.614 e_tot_ev=-61490.55548 gap_ev=7.7 homo_ev=-7.96 smiles="NP(O)[C@]1(P(=O)(O)O)COC(=O)O1.CCN(CC)CC.CCN(CC)CC.CCN(CC)CC" e_lumo_ev=-0.2854 multiplicity=1
N -2.13 0.16 -1.44
P -0.71 1.10 -1.87
O -1.29 2.71 -2.15
C 0.54 1.24 -0.43
P 2.22 0.87 -1.23
O 2.10 -0.39 -2.13
O 3.44 0.58 -0.09
O 2.70 2.13 -2.31
C 0.29 0.47 0.95
O 0.36 1.53 1.95
C 0.25 2.81 1.32
O -0.07 3.90 1.83
O 0.65 2.65 -0.07
H -2.02 -0.84 -1.66
H -2.43 0.30 -0.46
H -0.55 3.19 -2.60
H 3.38 -0.38 0.15
H 2.36 3.00 -1.97
H -0.67 -0.13 1.09
H 1.23 -0.15 1.19
C 4.04 -5.19 -1.14
C 4.82 -4.58 0.02
N 4.01 -3.73 0.89
C 4.80 -2.95 1.83
C 5.60 -3.70 2.89
C 2.80 -4.34 1.45
C 2.98 -5.60 2.30
H 3.56 -4.42 -1.75
H 4.73 -5.74 -1.79
H 3.28 -5.90 -0.80
H 5.62 -3.97 -0.41
H 5.30 -5.39 0.58
H 4.15 -2.22 2.33
H 5.51 -2.34 1.25
H 4.95 -4.08 3.69
H 6.32 -3.03 3.36
H 6.16 -4.54 2.48
H 2.13 -4.58 0.62
H 2.26 -3.59 2.03
H 3.68 -6.31 1.86
H 2.01 -6.11 2.39
H 3.30 -5.36 3.31
C -1.18 1.17 7.53
C -1.23 1.99 6.25
N -2.59 2.34 5.82
C -2.64 2.89 4.47
C -1.95 4.23 4.22
C -3.42 3.02 6.81
C -2.91 4.35 7.37
H -1.77 0.25 7.43
H -0.14 0.88 7.74
H -1.54 1.73 8.39
H -0.76 1.39 5.46
H -0.61 2.88 6.38
H -3.69 2.97 4.16
H -2.20 2.15 3.79
H -2.53 5.06 4.63
H -1.86 4.40 3.15
H -0.94 4.27 4.64
H -3.58 2.34 7.65
H -4.42 3.18 6.39
H -1.85 4.32 7.62
H -3.45 4.59 8.29
H -3.09 5.17 6.67
C -0.63 1.30 -5.47
C -1.21 0.15 -6.28
N -2.67 0.05 -6.20
C -3.19 -1.20 -6.75
C -3.00 -1.45 -8.24
C -3.41 1.25 -6.56
C -3.20 1.82 -7.97
H -0.92 1.25 -4.42
H 0.47 1.26 -5.51
H -0.93 2.28 -5.87
H -0.78 -0.77 -5.88
H -0.86 0.23 -7.31
H -4.26 -1.28 -6.51
H -2.72 -2.02 -6.20
H -3.69 -0.86 -8.84
H -3.22 -2.50 -8.46
H -1.98 -1.25 -8.57
H -3.17 2.04 -5.84
H -4.48 1.07 -6.41
H -2.15 1.83 -8.27
H -3.57 2.85 -8.01
H -3.77 1.26 -8.72

***

89
Properties=species:S:1:pos:R:3 method="wB97M-V/def2-TZVPD" de_lowest_ev=0.370 total_charge=+1 e_tot_ev=-139255.90728 gap_ev=5.8 homo_ev=-10.88 e_lumo_ev=-5.1233 multiplicity=1
Ir 0.13 0.00 -0.01
C 4.19 0.21 -3.82
C 3.00 -0.40 -3.19
C 2.28 -1.49 -3.62
C 1.25 -1.67 -2.69
N 1.38 -0.73 -1.74
N 2.43 0.04 -2.04
B 2.87 1.24 -1.19
N 1.77 2.32 -1.21
N 0.56 2.12 -0.66
C -0.17 3.24 -0.82
C 0.63 4.19 -1.48
C 1.84 3.57 -1.71
C 3.04 4.14 -2.38
C -1.55 3.38 -0.39
C -2.16 2.40 0.39
C -3.49 2.50 0.75
C -4.23 3.62 0.36
C -3.63 4.61 -0.39
C -2.30 4.49 -0.77
N 3.09 0.79 0.26
N 2.12 0.28 1.03
C 2.65 0.02 2.24
C 4.00 0.39 2.22
C 4.24 0.88 0.95
C 5.51 1.41 0.41
C 1.94 -0.53 3.38
C 2.67 -1.13 4.41
C 2.03 -1.62 5.53
C 0.65 -1.51 5.66
C -0.08 -0.91 4.65
C 0.55 -0.41 3.53
C 0.19 -2.67 -2.74
C 0.12 -3.58 -3.80
C -0.91 -4.49 -3.89
C -1.92 -4.49 -2.93
C -1.86 -3.59 -1.87
C -0.80 -2.72 -1.76
H 4.45 -0.37 -4.71
H 3.99 1.23 -4.13
H 5.04 0.21 -3.14
H 2.48 -2.06 -4.51
H 3.87 1.69 -1.61
H 0.38 5.20 -1.73
H 2.83 5.16 -2.68
H 3.90 4.13 -1.72
H 3.29 3.56 -3.28
H -1.57 1.55 0.72
H -3.96 1.72 1.33
H -5.26 3.71 0.66
H -4.20 5.48 -0.68
H -1.85 5.27 -1.37
H 4.70 0.34 3.02
H 6.29 1.34 1.17
H 5.83 0.84 -0.46
H 5.41 2.45 0.12
H 3.74 -1.23 4.32
H 2.61 -2.07 6.32
H 0.15 -1.88 6.54
H -1.15 -0.83 4.75
H -0.01 0.08 2.75
H 0.89 -3.57 -4.56
H -0.94 -5.19 -4.70
H -2.74 -5.19 -3.01
H -2.64 -3.59 -1.12
H -0.72 -2.06 -0.90
Br -0.89 -3.86 1.93
C -2.24 -3.13 3.05
C -2.55 -3.79 4.23
C -3.46 -3.23 5.11
C -4.08 -2.03 4.81
C -3.81 -1.40 3.61
C -2.89 -1.95 2.72
C -2.62 -1.20 1.43
O -3.57 -0.79 0.78
O -1.39 -1.06 1.18
H -2.07 -4.73 4.45
H -3.68 -3.74 6.03
H -4.76 -1.58 5.51
H -4.29 -0.47 3.35
N -3.61 0.00 -1.83
C -2.46 0.30 -2.41
O -1.39 0.36 -1.81
C -2.49 0.56 -3.90
I -0.54 1.16 -4.51
H -3.63 -0.24 -0.83
H -4.47 -0.02 -2.36
H -3.19 1.36 -4.14
H -2.76 -0.35 -4.43